No. 1
70
Properties=species:S:1:pos:R:3:lowdin_spin:R:1 method="wB97M-V/def2-TZVPD" charge=+1 e_tot_ha=-3824.7481 multiplicity=2 lumo_ev="-2.9 / -2.9" largest_force_ev_per_a=2.25 homo_energy_ha="-0.377 / -0.377" de_lowest_ev=0.000 gap_ev="7.391 / 7.395"
Yb 0.36065 -0.47179 0.67509 0.998
I 0.48191 -4.28805 -2.65070 0.000
C -0.62992 -4.18700 -0.89647 0.001
C -1.62555 -5.15559 -0.65549 0.000
C -2.35656 -5.13535 0.49405 0.001
I -3.79032 -6.62051 0.78495 0.000
C -2.13415 -4.12062 1.45888 0.000
C -2.80945 -4.02744 2.69431 0.000
C -2.51624 -3.01678 3.56392 0.000
C -1.56582 -2.05857 3.19433 0.000
N -0.90983 -2.09194 2.05746 -0.001
C -1.15888 -3.13329 1.19025 0.000
C -0.36471 -3.17647 0.00337 -0.001
O 0.59140 -2.27556 -0.16796 0.000
H -1.79820 -5.93082 -1.39078 0.000
H -3.55654 -4.76981 2.94581 0.000
H -3.01384 -2.93661 4.52049 0.000
H -1.35588 -1.22713 3.85804 0.000
O 2.07467 -0.75314 2.35471 0.000
C 1.81427 -0.52700 3.76065 0.000
C 2.00417 0.92646 4.12927 0.000
C 1.20240 1.88910 3.24797 0.000
C -0.28722 1.66857 3.29132 0.000
C -1.05781 2.25180 4.28818 0.000
C -2.43225 2.10591 4.26482 0.000
C -3.01293 1.38495 3.23282 0.000
C -2.18521 0.80542 2.29747 0.000
N -0.84695 0.92038 2.32599 -0.001
H 3.00852 -0.60662 2.16283 0.000
H 2.45108 -1.17985 4.35236 0.000
H 0.78628 -0.84326 3.91159 0.000
H 3.06393 1.18897 4.05733 0.000
H 1.72333 1.04678 5.17961 0.000
H 1.53831 1.82084 2.21465 0.000
H 1.41032 2.91256 3.55969 0.000
H -0.57383 2.84042 5.05879 0.000
H -3.04550 2.56579 5.02983 0.000
H -4.08501 1.26819 3.15392 0.000
H -2.59904 0.22754 1.48183 0.000
N 2.48262 -0.28307 -0.45428 -0.001
C 3.23468 -0.38188 -1.31131 0.000
C 4.10086 -0.54351 -2.45358 0.000
C 3.65555 -1.30241 -3.53206 0.000
C 4.47977 -1.45269 -4.63309 0.000
C 5.73189 -0.85206 -4.65015 0.000
C 6.17137 -0.09796 -3.56841 0.000
C 5.35609 0.06072 -2.46167 0.000
H 2.67844 -1.76864 -3.49620 0.000
H 4.14473 -2.03923 -5.47898 0.000
H 6.37253 -0.97280 -5.51501 0.000
H 7.14756 0.36829 -3.58959 0.000
H 5.67996 0.65027 -1.61383 0.000
O 0.29458 1.48412 -0.28688 0.001
C -0.74408 1.13816 -0.93065 0.000
O -1.29891 0.01406 -0.70115 0.002
C -1.32571 2.03039 -1.96303 0.000
C -2.42288 1.59243 -2.68919 0.000
C -2.95314 2.43429 -3.64038 0.000
C -2.44469 3.68929 -3.89518 0.000
C -1.35401 4.08459 -3.15031 0.000
C -0.77644 3.28477 -2.18861 0.000
N -0.78366 5.43121 -3.40260 0.000
O -1.37147 6.13929 -4.18913 0.000
O 0.15847 5.77006 -2.71878 0.000
N -4.12570 1.97386 -4.42609 0.000
O -4.61281 2.76682 -5.20039 0.000
O -4.62074 0.91558 -4.10271 0.000
H -2.85271 0.61582 -2.51955 0.000
H -2.88213 4.33140 -4.64463 0.000
H 0.08037 3.62835 -1.62773 0.000

No. 2
19
Properties=species:S:1:pos:R:3:nbo_charge:R:1 method="wB97M-V/def2-TZVPD" e_tot_ha=-423.1544 lumo_ev=0.2 largest_force_ev_per_a=2.53 homo_energy_ha=-0.343 smiles="CC(C)=C(C)C(=O)C=O" de_lowest_ev=1.237 gap_ev=9.554
C 1.43544 1.22124 0.87289 -0.655
C 0.28503 0.28016 0.60183 0.088
C -0.21267 -0.39495 1.85952 -0.659
C -0.37830 0.27098 -0.58724 -0.143
C -0.04431 1.10357 -1.79235 -0.641
C -1.33280 -0.82602 -0.89630 0.477
O -2.39412 -0.71378 -1.47829 -0.489
C -0.68054 -2.19558 -0.61670 0.345
O -1.14591 -2.94705 0.22360 -0.489
H 1.09122 2.09968 1.42883 0.226
H 2.19366 0.71586 1.48108 0.224
H 1.93359 1.57148 -0.03412 0.218
H -0.24297 0.31859 2.69070 0.227
H 0.46348 -1.20849 2.13966 0.227
H -1.22318 -0.79745 1.75807 0.233
H 0.40304 2.06241 -1.51849 0.221
H 0.66114 0.57362 -2.44128 0.218
H -0.94375 1.31641 -2.37935 0.242
H 0.13195 -2.45066 -1.31203 0.131

No. 3
41
Properties=species:S:1:pos:R:3:nbo_charge:R:1 method="wB97M-V/def2-TZVPD" e_tot_ha=-6967.6851 lumo_ev=0.2 largest_force_ev_per_a=0.35 homo_energy_ha=-0.318 smiles=CCB(O)P(S)(S)(COCOCCO)[C@H](Br)[C@H](C)Br de_lowest_ev=0.000 gap_ev=8.827
C 3.39029 -0.50073 2.02358 -0.593
C 2.75677 0.58218 1.13961 -0.831
B 1.21522 0.40422 0.90205 0.796
O 0.46671 -0.23844 1.82304 -0.893
P 0.41565 0.87597 -0.85072 0.856
S -1.79573 1.07210 -0.89048 -0.363
S 1.92035 1.06243 -2.51342 -0.376
C 0.25350 -0.96138 -1.37658 -0.389
O -0.56665 -1.65247 -0.46108 -0.599
C -1.69576 -2.33061 -0.99881 0.240
O -2.68029 -2.37992 -0.03524 -0.526
C -2.42611 -3.28493 1.03802 -0.089
C -2.05526 -2.54206 2.31968 -0.090
O -2.80792 -3.11061 3.37979 -0.720
C 0.53380 2.82994 -0.66763 -0.545
Br 0.16187 3.16672 1.21521 0.059
C -0.32316 3.72761 -1.53878 -0.267
C -0.26659 3.39296 -3.01820 -0.644
Br 0.25237 5.59874 -1.31121 -0.024
H 2.71175 -0.81681 2.81607 0.214
H 4.30955 -0.14835 2.49259 0.210
H 3.64210 -1.38554 1.43592 0.201
H 3.29325 0.67057 0.19112 0.229
H 2.87292 1.56584 1.61255 0.260
H -0.44871 -0.39073 1.56189 0.505
H -2.10709 0.09715 -0.02551 0.160
H 2.72361 0.08932 -2.05669 0.143
H -0.12352 -1.00707 -2.40060 0.209
H 1.26023 -1.39521 -1.35632 0.192
H -1.38522 -3.33957 -1.30211 0.146
H -2.09234 -1.77484 -1.85024 0.176
H -3.33646 -3.85475 1.22754 0.206
H -1.63382 -3.97777 0.74376 0.177
H -0.98218 -2.61867 2.52152 0.173
H -2.31279 -1.48483 2.17375 0.159
H -2.59579 -2.65735 4.19794 0.474
H 1.58712 3.06247 -0.80613 0.241
H -1.34644 3.72270 -1.17540 0.240
H 0.75951 3.36902 -3.38287 0.226
H -0.73343 2.42151 -3.20618 0.220
H -0.81129 4.14118 -3.59145 0.237

No. 4
16
Properties=species:S:1:pos:R:3:nbo_charge:R:1 method="wB97M-V/def2-TZVPD" e_tot_ha=-271.6125 lumo_ev="-0.2 / -0.2" largest_force_ev_per_a=2.41 homo_energy_ha="-0.293 / -0.293" de_lowest_ev=3.811 gap_ev="7.765 / 7.765"
C -0.73617 0.05977 -0.49258 0.229
C 0.40437 0.54101 0.18014 -0.383
C 0.69148 -1.26352 0.65814 0.173
C -0.72096 -0.38812 -1.89951 -0.692
C 0.23660 1.36954 1.43427 -0.620
O -0.49078 -1.75340 0.87927 -0.767
H -1.69820 0.09290 0.00089 0.216
H 1.24579 0.81176 -0.45439 0.222
H 1.21868 -1.53634 -0.27436 0.111
H 1.41382 -1.23784 1.49895 0.133
H 0.27545 -0.70812 -2.20949 0.229
H -0.99321 0.46826 -2.53064 0.251
H -1.44165 -1.18472 -2.07686 0.244
H -0.50820 0.91241 2.08801 0.227
H 1.17739 1.42225 1.98467 0.215
H -0.07441 2.39418 1.21350 0.212

No. 5
59
Properties=species:S:1:pos:R:3:nbo_charge:R:1 method="wB97M-V/def2-TZVPD" charge=+1 e_tot_ha=-1432.6359 lumo_ev=-3.8 largest_force_ev_per_a=1.02 homo_energy_ha=-0.464 gap_ev=8.812
C 4.86804 1.77637 0.29789 -0.217
C 3.96953 2.36518 0.83145 -0.030
C 2.73346 2.97805 1.32434 -0.472
C 1.57157 1.96650 1.39649 -0.368
C 1.30662 1.33938 0.03210 -0.470
C 0.13662 0.34050 -0.00708 0.307
O 0.22789 -0.71112 0.89150 -0.550
C 1.43518 -1.51926 0.79737 -0.063
C 1.05828 -2.96196 1.12480 -0.425
C 1.74886 -4.04435 0.26020 -0.395
C 3.13605 -3.70472 -0.28100 -0.614
C -1.16808 1.05854 0.38670 0.091
C -2.38153 0.13725 0.54824 -0.596
C -2.66934 -0.12392 2.00927 0.813
O -1.97805 0.30757 2.88549 -0.549
O -3.76476 -0.86340 2.33679 -0.516
C -4.77114 -1.01716 1.36733 0.799
C -4.65395 -2.17398 0.40808 -0.738
O -5.69317 -0.26652 1.37473 -0.500
O -1.43220 1.88143 -0.80527 -0.605
C -1.27564 0.99954 -1.86877 0.825
O -1.92926 1.09491 -2.85034 -0.501
C -0.18650 -0.02626 -1.51288 -0.037
C 0.97237 0.16896 -2.52907 -0.229
N 0.98770 1.51967 -3.11672 -0.863
N -0.59902 -1.43685 -1.58512 -0.595
C -1.41886 -1.79461 -2.42382 0.892
O -2.16500 -2.14375 -3.23551 -0.446
H 5.68123 1.27012 -0.16593 0.245
H 2.91357 3.41799 2.30677 0.245
H 2.43834 3.78711 0.64901 0.214
H 1.77347 1.21138 2.15534 0.234
H 0.70348 2.54021 1.74328 0.162
H 2.20890 0.79254 -0.23797 0.243
H 1.15494 2.12341 -0.71093 0.223
H 1.83392 -1.40952 -0.20832 0.172
H 2.12499 -1.11799 1.54142 0.188
H -0.01572 -3.03081 0.95188 0.223
H 1.24445 -3.14733 2.18152 0.213
H 1.87241 -4.92234 0.89833 0.214
H 1.08030 -4.36690 -0.53852 0.203
H 3.16329 -2.80673 -0.89746 0.189
H 3.46052 -4.52069 -0.93118 0.223
H 3.88199 -3.64725 0.51225 0.211
H -1.11908 1.68596 1.27222 0.214
H -2.22474 -0.81579 0.04456 0.273
H -3.24659 0.62471 0.09009 0.255
H -4.85457 -1.79004 -0.59003 0.253
H -3.64278 -2.58166 0.41552 0.224
H -5.35084 -2.96262 0.67793 0.272
H 0.84757 -0.56624 -3.32296 0.217
H 1.94346 -0.02521 -2.07997 0.212
H 0.81610 1.47781 -4.11070 0.386
H 1.87459 1.97588 -2.95676 0.375
N -1.72524 4.33398 0.65254 -0.874
H -1.53869 3.49399 0.07722 0.483
H -0.97942 4.45217 1.34059 0.451
H -1.76658 5.15589 0.04730 0.455
H -2.61889 4.22195 1.13574 0.456

No. 6
103
Properties=species:S:1:pos:R:3:lowdin_spin:R:1 method="wB97M-V/def2-TZVPD" charge=+3 e_tot_ha=-2691.1261 multiplicity=2 lumo_ev="-9.6 / -9.6" largest_force_ev_per_a=1.52 homo_energy_ha="-0.560 / -0.617" de_lowest_ev=0.000 gap_ev="5.667 / 7.214"
Ir -0.82203 -0.96571 1.03638 0.005
O 0.44004 2.47028 2.73082 0.036
C -0.40803 1.59124 2.32262 0.009
O -0.17335 0.36888 2.46129 0.003
C -1.70232 2.08820 1.74332 0.001
P -2.39365 0.71212 0.72580 0.000
C -2.70521 1.27645 -0.94576 0.000
C -2.39663 0.42290 -2.00637 0.000
C -2.67247 0.81090 -3.30885 0.000
C -3.24702 2.05074 -3.55649 0.000
C -3.53646 2.91218 -2.50544 0.000
C -3.26478 2.53051 -1.20163 0.000
C -3.96931 0.29732 1.51833 0.000
C -5.14930 0.92115 1.10483 0.000
C -6.33913 0.67343 1.77264 0.000
C -6.36334 -0.19223 2.85783 0.000
C -5.19261 -0.80717 3.28334 0.000
C -4.00006 -0.56733 2.61722 0.000
H -1.54832 3.02024 1.20271 0.000
H -2.38758 2.28158 2.57466 0.000
H -1.92791 -0.53729 -1.81928 0.000
H -2.43687 0.14882 -4.13137 0.000
H -3.46392 2.35117 -4.57288 0.000
H -3.97279 3.88216 -2.70214 0.000
H -3.48654 3.21827 -0.39306 0.000
H -5.15589 1.58691 0.25237 0.000
H -7.24807 1.15978 1.44560 0.000
H -7.29290 -0.37879 3.37885 0.000
H -5.20541 -1.45909 4.14705 0.000
H -3.08766 -1.01820 2.98980 0.000
C -3.53340 -5.62933 1.46785 0.000
N -3.39973 -4.25824 0.94905 0.000
C -4.61079 -3.65688 0.36103 0.000
C -2.25913 -3.60148 1.01189 0.000
N -2.18733 -2.29123 0.67104 0.000
N -1.15579 -4.28869 1.42659 0.000
C 0.15609 -3.83905 1.55676 0.000
N 1.05423 -4.80880 1.77068 0.000
N 0.43413 -2.58551 1.46994 0.000
H -4.58906 -5.83472 1.61146 0.000
H -3.05220 -5.72360 2.44133 0.000
H -3.13542 -6.35997 0.76051 0.000
H -5.25559 -4.46555 0.03115 0.000
H -4.36864 -3.06649 -0.52151 0.000
H -5.13846 -3.04877 1.09664 0.000
H -3.09593 -1.95559 0.37642 0.000
H -1.28904 -5.28005 1.55312 0.000
H 0.80161 -5.77798 1.86975 0.000
H 2.01172 -4.57402 1.97527 0.000
H 1.41983 -2.35446 1.53017 0.000
O 0.98124 -0.29144 0.31438 0.003
P 2.16802 0.37438 -0.39774 0.019
C 2.81866 -0.86923 -1.54365 0.003
C 4.16669 -0.51302 -2.20183 0.001
C 4.43294 -1.49144 -3.34395 0.001
C 3.41407 -1.30387 -4.48183 0.000
C 2.09798 -0.69636 -3.98078 0.000
C 1.73733 -1.23710 -2.59918 0.001
C 1.70732 1.85025 -1.33986 0.000
C 0.64463 2.69038 -0.62523 0.004
C 0.20315 3.83146 -1.53914 0.001
C 1.38260 4.76174 -1.90332 0.000
C 2.72341 4.19913 -1.43541 0.000
C 2.89589 2.73379 -1.83136 0.000
C 3.46717 0.76797 0.81658 0.084
C 3.13847 1.90506 1.74482 0.584
C 3.69537 1.83999 3.12853 0.098
C 3.41428 0.51385 3.85519 0.011
C 3.17427 -0.64226 2.87653 0.005
C 3.97568 -0.46536 1.58756 0.000
H 2.98935 -1.74376 -0.90895 0.000
H 4.96772 -0.56135 -1.46159 0.001
H 4.15741 0.50383 -2.59842 0.000
H 4.38463 -2.51049 -2.94892 0.000
H 5.44751 -1.35875 -3.71671 0.000
H 3.21609 -2.26594 -4.95613 0.000
H 3.83236 -0.66174 -5.25722 0.000
H 1.29298 -0.91162 -4.68447 0.000
H 2.18080 0.39454 -3.94181 0.000
H 1.66549 -2.32596 -2.65703 0.000
H 0.74680 -0.88816 -2.28615 0.000
H 1.21766 1.41098 -2.21807 0.000
H 1.04180 3.09701 0.31049 0.003
H -0.20767 2.05354 -0.38337 0.000
H -0.59791 4.39817 -1.06159 0.000
H -0.23113 3.39205 -2.44148 0.000
H 1.23653 5.74803 -1.46424 0.000
H 1.41327 4.91140 -2.98348 0.000
H 2.81777 4.31014 -0.35126 0.000
H 3.54143 4.77776 -1.86404 0.000
H 3.85945 2.37471 -1.47024 0.000
H 2.94568 2.66540 -2.92020 0.000
H 4.26547 1.13696 0.15190 0.025
H 1.33887 2.12590 2.78255 0.023
H 3.07364 2.88861 1.28564 0.026
H 3.38078 2.69758 3.72361 0.004
H 4.78323 1.96904 3.00154 0.043
H 2.54279 0.62900 4.50292 0.001
H 4.25305 0.28730 4.51243 -0.001
H 2.10697 -0.68285 2.62245 0.003
H 3.42862 -1.59033 3.35283 0.000
H 3.94042 -1.36636 0.97480 0.000
H 5.03138 -0.31158 1.82254 0.001